# 1
17
Properties=species:S:1:pos:R:3:forces:R:3 method="wB97M-V/def2-TZVPD" charge=-1 max_force_ha_per_bohr=0.0602 multiplicity=1 homo_lumo_gap_ev=7.90
C -0.512299 -0.878041 -0.476092 0.5 -0.1 2.1
C 0.778528 0.961331 0.536460 0.0 -0.6 2.0
C 0.347661 0.384873 -0.778198 0.2 -1.1 -2.8
C -1.866029 -2.951066 -2.088347 0.3 0.5 0.5
C -3.233473 -2.641809 -1.399080 -1.9 -0.1 0.3
O 0.441644 -1.784351 -0.074910 -2.9 -0.2 1.2
O -1.046107 -1.983852 -1.999052 0.6 -0.3 -1.1
O -1.783496 -4.029365 -2.671521 0.2 0.7 0.4
F 1.897402 1.796824 0.440331 1.3 -0.7 -0.4
F -0.355383 1.299893 -1.573171 0.0 0.2 0.6
F -4.210902 -3.376875 -1.967553 -0.1 -0.3 -0.6
F -3.629739 -1.359918 -1.597265 0.5 -0.3 0.4
F -3.422107 -2.933404 -0.068993 1.1 0.5 -0.6
H 0.142620 1.740104 0.889257 -1.8 -0.3 0.3
H 0.898516 0.111578 1.368051 0.1 1.9 -2.0
H 1.267029 0.188375 -1.444776 -0.7 -0.1 1.0
H 1.201996 -1.621759 -0.568263 2.6 0.1 -1.4

***

# 2
19
Properties=species:S:1:pos:R:3:forces:R:3 method="wB97M-V/def2-TZVPD" charge=-1 max_force_ha_per_bohr=0.0020 e_above_lowest_kj_mol=0.00 multiplicity=2 homo_lumo_gap_ev="6.63 / 7.88"
Hg 0.089303 0.279519 -0.311794 0.0 0.0 0.0
F 0.316861 1.219687 2.620909 0.0 0.0 0.0
C 1.183527 0.790764 1.629491 0.0 0.1 0.0
F 2.084209 1.827401 1.445165 0.0 0.0 0.0
H 1.758431 -0.030379 2.069490 0.0 0.0 0.0
C -1.328322 1.219611 -3.452625 0.0 0.0 0.0
C -1.951183 2.022488 -2.295505 0.1 -0.1 0.1
O -1.243792 1.990761 -1.151843 0.0 0.0 0.0
C -2.062037 3.499335 -2.757515 0.0 0.0 0.0
F -2.780367 3.660539 -3.901057 0.0 0.0 0.0
F -0.839170 3.996616 -3.017297 0.0 0.0 0.0
F -2.622589 4.302031 -1.843299 0.0 0.0 0.0
C -3.377370 1.459387 -2.045751 0.0 0.0 0.0
F -3.303536 0.173346 -1.655253 0.0 0.0 0.0
F -4.046604 2.117952 -1.088758 0.0 0.0 0.0
F -4.175481 1.469871 -3.146413 0.0 0.0 0.0
H -0.324634 1.606392 -3.620677 0.0 0.0 0.0
H -1.904233 1.273774 -4.377562 0.0 0.0 0.0
H -1.243708 0.183133 -3.129665 0.0 0.0 0.0

***

# 3
12
Properties=species:S:1:pos:R:3:forces:R:3 method="wB97M-V/def2-TZVPD" max_force_ha_per_bohr=0.0941 e_above_lowest_kj_mol=314.62 multiplicity=1 homo_lumo_gap_ev=9.77
C -1.916300 -0.580015 1.796623 -0.8 -1.4 3.9
C -1.511853 0.280666 0.911188 -2.1 0.9 -0.8
C -0.474645 0.272079 -0.034908 1.9 0.4 -1.3
C -0.034182 1.411306 -0.804270 1.7 3.9 1.1
N 1.232555 1.410448 -1.232908 -3.3 -3.6 0.1
O 1.484042 -0.060679 -1.063753 0.8 -0.3 1.5
C 0.565454 -0.584671 -0.212924 0.2 1.8 -1.8
F 0.720877 -1.779273 0.275405 0.5 0.0 -0.3
H -2.725900 -0.285929 2.551614 0.9 -0.4 -1.6
H -1.404238 -1.489629 2.152806 0.0 0.4 -0.7
H -2.216998 1.085078 0.776019 0.1 0.6 0.0
H -0.411824 2.520024 -0.752942 0.1 -2.5 -0.2

***

# 4
12
Properties=species:S:1:pos:R:3:forces:R:3 method="wB97M-V/def2-TZVPD" max_force_ha_per_bohr=0.0736 e_above_lowest_kj_mol=200.00 multiplicity=1 homo_lumo_gap_ev=8.19
O -2.956788 0.131126 -0.129979 -3.0 1.5 0.1
C -1.876909 -0.604449 -0.105807 0.7 -0.4 1.2
C -0.634774 -0.153657 0.244210 -2.0 2.1 -0.5
C -0.117999 1.274917 0.176604 1.5 -3.4 -0.9
N 1.190526 1.216091 -0.069014 -1.8 0.5 0.4
C 1.518238 -0.116249 -0.048237 0.7 -1.4 0.9
F 2.824864 -0.461730 -0.156712 -0.9 0.5 0.0
C 0.493290 -0.983152 0.209291 0.9 -2.2 -0.1
H -3.889446 -0.275036 -0.102616 2.7 0.3 -0.3
H -2.076688 -1.632148 -0.324131 0.4 -0.8 0.0
H -0.755059 2.100468 0.063389 -0.3 1.3 0.0
H 0.326956 -2.103808 0.440323 1.2 2.1 -0.8

***

# 5
14
Properties=species:S:1:pos:R:3:forces:R:3 method="wB97M-V/def2-TZVPD" charge=+1 max_force_ha_per_bohr=0.0251 multiplicity=1 homo_lumo_gap_ev=8.38
I 3.558306 0.432103 -0.000008 -0.2 -0.1 0.0
N 1.689838 -0.393484 0.000043 0.0 0.2 0.0
N 1.458559 -1.726618 -0.000225 0.2 0.4 0.0
N 0.228533 -2.041392 0.000259 -0.5 -0.7 0.0
C -0.462787 -0.891799 -0.000089 0.7 1.1 0.0
C -1.846742 -0.593126 -0.000098 0.2 -0.4 0.0
N -2.234584 0.643627 0.000042 -0.9 -0.5 0.0
C -1.360568 1.657258 0.000006 1.1 0.3 0.0
C 0.014995 1.511431 0.000043 -0.3 0.4 0.0
C 0.463210 0.196169 0.000082 -0.3 -0.9 0.0
H 2.208074 -2.415553 -0.000226 -0.1 0.2 0.0
H -2.595426 -1.372012 0.000294 -0.1 -0.1 0.0
H -1.809758 2.640635 -0.000145 0.1 0.1 0.0
H 0.688344 2.352762 0.000022 0.0 0.1 0.0

***

# 6
14
Properties=species:S:1:pos:R:3:forces:R:3 method="wB97M-V/def2-TZVPD" charge=+2 max_force_ha_per_bohr=0.1373 e_above_lowest_kj_mol=546.27 multiplicity=2 homo_lumo_gap_ev="4.30 / 5.18"
C 0.730814 1.108203 -1.689661 -0.1 0.2 -0.3
C 0.570962 1.759408 -2.741275 -0.6 -0.1 1.6
H 0.521640 2.405408 -3.606416 0.2 -0.3 -0.1
H 1.847611 -0.184322 -1.242382 0.2 -0.1 0.8
O 0.174482 0.369943 0.150467 -0.6 2.2 -0.7
C 0.889664 -0.741841 0.318802 -0.2 0.0 -3.5
O 0.425998 -1.704191 0.929485 -1.7 5.8 -0.3
O 1.886793 -0.854486 -0.488175 0.5 -0.7 0.5
In 0.986486 -3.411455 1.506970 2.0 -6.4 2.1
C -2.040529 0.683930 1.427780 0.6 -3.7 -2.7
C -0.788602 0.953997 1.533960 -0.2 -0.7 1.2
O -2.752826 -0.207957 0.790159 -0.4 3.1 1.1
H -0.129746 0.898033 2.392082 0.2 1.0 -0.2
H -2.322741 -1.074676 0.718207 0.2 -0.2 0.4